A molecular structure, C4H6F14FeN6O26S10. Source: the Open Molecules 2025 dataset; level of theory: wB97M-V/def2-TZVPD.

Structure (XYZ):
```
67
C4H6F14FeN6O26S10, DFT wB97M-V/def2-TZVPD
Fe -0.66825 0.38301 1.11802
C 0.12224 -3.69247 2.52266
F -0.37773 -2.93772 3.46120
F 1.09920 -4.41880 3.05957
F -0.80762 -4.37665 1.92372
S 0.95895 -2.58899 1.13016
O 0.05542 -1.44679 0.89187
O 2.25586 -2.09229 1.55655
O 1.05087 -3.51456 -0.00271
C 2.84433 1.62658 -1.92740
F 2.54920 2.96447 -2.14403
F 2.06039 0.91353 -2.72632
F 4.11392 1.32511 -2.26868
S 2.37187 1.00743 -0.14254
O 3.00382 -0.28018 0.12073
O 2.83029 2.09986 0.73157
O 0.89187 0.81954 -0.02914
N -2.00648 -0.27723 2.30773
S -2.63552 0.30806 3.67474
O -2.06515 -0.28717 4.90208
O -3.95228 0.87490 3.58062
F -1.68017 1.61969 3.55957
S -3.22993 -1.49028 2.40322
O -4.51662 -1.19755 1.76327
O -3.31622 -2.36092 3.53535
F -2.59991 -2.27664 1.20944
N -1.14855 2.22297 1.06793
S -0.26459 3.72442 1.20646
O -0.94450 4.87682 1.85296
O 0.67272 4.01521 0.13476
F 0.64791 3.13530 2.37477
S -2.53250 3.07174 0.77712
O -2.62215 3.73321 -0.53452
O -3.35797 3.35959 1.93642
F -3.19302 1.63273 0.33197
N 1.07211 -3.90810 -2.82891
S 1.34264 -2.26094 -3.61030
O 0.22600 -1.37645 -3.84261
O 2.55601 -2.23294 -4.43263
F 1.89105 -1.73757 -2.12323
S 0.32762 -4.24840 -4.17920
O 1.19785 -4.75688 -5.24738
O -1.02914 -3.70333 -4.43392
F -0.07994 -5.74433 -3.67598
N 3.41893 0.22304 3.01146
S 1.84070 0.42514 3.54220
O 0.85527 0.40149 2.54144
O 1.45010 1.15624 4.72535
F 1.70115 -1.00071 4.05287
S 3.97906 1.51155 3.71291
O 4.63683 1.30717 4.94247
O 3.37310 2.80973 3.53109
F 5.24897 1.62129 2.69599
C 0.37738 2.79905 -4.56057
N -0.36026 2.02684 -3.56813
O -1.22934 1.28207 -3.93698
O -0.20978 2.22183 -2.39014
H 0.48638 3.69453 -3.94874
H -0.24945 2.98756 -5.43214
H 1.33666 2.29724 -4.68734
C -3.41411 -0.77686 -2.21710
N -2.12032 -1.08512 -1.43741
O -1.55812 -2.12432 -1.64895
O -1.75153 -0.27379 -0.63145
H -3.26558 0.22941 -2.60885
H -4.27592 -0.85228 -1.55401
H -3.38394 -1.38791 -3.11922
```

As for the electronic energy: -247191.4057 eV. The multiplicity is 6. For the max |F|, the calculation gives 9.10 eV/Å. The calculation puts the frontier orbital gap (spin up / spin down) at 0.28898 / 0.23303 Ha. Its HOMO energy (spin up / spin down) is -2.6 / -2.6 eV. Its charge is -3. The value obtained for the molecular weight is 1196.60 g/mol.